[1]
Molecular formula: C47H124N4O17
Method: DFT, the ωB97M-V functional and the def2-TZVPD basis

Output
Relative energy (zero: lowest compared OMol25 entry of this formula, charge and spin): 0.000 eV
Gap between HOMO and LUMO: 9.22 eV

```
! wB97M-V def2-TZVPD RIJCOSX def2/J DEFGRID3
* xyz 0 1
C -3.6232 -2.3602 3.7716
O -3.8620 -2.5757 5.1749
H -3.0970 -1.4180 3.6186
H -3.0519 -3.2085 3.3947
H -4.5896 -2.3260 3.2686
H -3.3393 -1.9722 5.7080
C -1.8215 2.2033 -1.9460
O -2.7751 1.6263 -2.7700
H -0.7805 2.0038 -2.2002
H -2.0635 3.2505 -1.7648
H -1.8397 1.7201 -0.9691
H -2.6307 0.6781 -2.7298
C -1.2176 -1.1923 6.9714
O -2.3587 -0.6668 6.1939
C -3.1953 0.2256 7.0142
C -4.5599 0.7151 6.4595
N -4.2535 1.7589 5.4641
C -5.4249 2.0059 4.6338
C -5.1325 3.1902 3.7083
O -4.0487 2.8925 2.8564
C -3.7722 4.0175 1.9919
H -0.7789 -1.9817 6.3610
H -1.4918 -1.5642 7.9587
H -0.4340 -0.4408 7.0679
H -2.5399 1.0762 7.2015
H -3.4468 -0.3448 7.9084
H -5.2210 1.0400 7.2630
H -4.9916 -0.1409 5.9408
H -3.4259 1.5448 4.9263
H -6.3218 2.2142 5.2171
H -5.5807 1.1107 4.0316
H -5.0352 4.1326 4.2472
H -5.9994 3.3250 3.0615
H -4.6588 4.3791 1.4710
H -3.0509 3.8276 1.1971
H -3.3315 4.8672 2.5134
C -5.1809 0.4011 0.9734
O -4.9105 -0.9016 0.6903
C -5.4873 -1.3127 -0.5585
C -5.1437 -2.7329 -1.0342
N -3.7150 -3.0329 -0.8869
C -3.3791 -4.3407 -1.3551
C -1.9911 -4.7636 -0.8000
O -1.8920 -4.8230 0.5934
C -0.8605 -5.6373 1.1855
H -6.2462 0.6012 0.8579
H -4.5973 1.1149 0.3920
H -4.9321 0.5505 2.0241
H -5.2470 -0.5702 -1.3194
H -6.5772 -1.3117 -0.5441
H -5.4341 -2.9069 -2.0703
H -5.7162 -3.4214 -0.4127
H -3.4840 -2.9950 0.0956
H -3.3975 -4.3271 -2.4448
H -4.1301 -5.1071 -1.1638
H -1.1688 -4.1257 -1.1241
H -1.8114 -5.7200 -1.2910
H 0.1674 -5.3067 1.0368
H -0.8416 -6.6465 0.7741
H -0.9802 -5.6980 2.2672
C -1.2984 1.1244 2.2276
O -0.3636 0.1895 1.6358
C -0.9393 -0.9132 1.0743
C 0.1227 -1.9803 0.8160
N 1.2594 -1.5478 0.0460
C 0.9237 -1.2854 -1.3915
C 2.1632 -0.6227 -2.0698
O 2.3541 0.6894 -1.4628
C 3.0980 1.5257 -2.3191
H -0.6884 1.9186 2.6579
H -1.9042 0.5933 2.9618
H -1.9575 1.5455 1.4684
H -1.3431 -0.7194 0.0806
H -1.7442 -1.2547 1.7251
H -0.4153 -2.7969 0.3344
H 0.3390 -2.2877 1.8392
H 1.4571 -0.6679 0.5008
H 0.0542 -0.6428 -1.5303
H 0.8052 -2.2329 -1.9172
H 2.0307 -0.4485 -3.1376
H 3.1405 -1.0897 -1.9469
H 2.5260 1.7193 -3.2265
H 4.1517 1.3176 -2.5050
H 3.1816 2.4889 -1.8157
C 5.1150 -0.3248 -4.8656
O 3.9695 0.4885 -4.9794
C 3.0358 -0.0279 -5.9341
C 1.6998 0.6749 -5.9661
N 1.8717 1.9733 -6.5419
C 0.5845 2.6692 -6.4339
C 0.2490 3.2129 -4.9972
O 1.3827 3.7254 -4.3776
C 1.1068 4.4343 -3.0952
H 4.8520 -1.3675 -4.6879
H 5.7070 0.0950 -4.0523
H 5.6862 -0.1542 -5.7781
H 2.8196 -1.0679 -5.6899
H 3.5500 -0.0818 -6.8937
H 1.4526 0.8123 -4.9134
H 0.9022 0.1471 -6.4889
H 2.5291 2.4740 -5.9612
H -0.1919 2.0365 -6.8640
H 0.6593 3.4751 -7.1640
H -0.1069 2.4260 -4.3323
H -0.4752 4.0015 -5.2016
H 0.3381 5.2056 -3.1441
H 2.0458 4.8397 -2.7182
H 0.8799 3.6212 -2.4057
C -3.1909 -2.1323 -4.7274
C -1.9778 -1.8415 -3.8261
C -0.9763 -0.9859 -4.5760
O -2.4169 -1.1711 -2.7070
H -3.8960 -1.3091 -4.6120
H -3.6460 -3.0464 -4.3460
H -2.9100 -2.3068 -5.7660
H -1.5343 -2.7837 -3.5043
H -0.1321 -0.6605 -3.9680
H -1.3649 -0.0634 -5.0074
H -0.6324 -1.4644 -5.4930
H -2.9792 -1.7815 -2.2243
C 3.1379 2.6262 3.1296
C 2.4041 2.4323 1.8315
C 1.7721 3.7554 1.2208
O 3.2349 1.7654 0.8875
H 2.5029 3.0738 3.8941
H 4.0528 3.2136 3.0520
H 3.4987 1.6871 3.5493
H 1.5237 1.8619 2.1277
H 2.5092 4.3295 0.6594
H 1.3708 4.3075 2.0707
H 0.9392 3.5929 0.5367
H 2.7931 1.5667 0.0586
C 1.8889 -1.1072 4.3619
C 2.7798 -1.8170 5.3588
C 3.7528 -0.8469 6.0748
O 1.8844 -2.1939 6.3591
H 1.1026 -1.7781 4.0158
H 2.3805 -0.7033 3.4769
H 1.3952 -0.2269 4.7735
H 3.3278 -2.5980 4.8318
H 4.4360 -0.4710 5.3132
H 4.4063 -1.3134 6.8119
H 3.3227 -0.0075 6.6211
H 2.2328 -2.9148 6.8889
C 4.3185 6.2910 -4.6078
C 4.6400 4.9387 -5.3145
C 5.0944 3.8730 -4.3008
O 3.5406 4.4942 -6.0767
H 3.6870 6.1365 -3.7329
H 3.6629 6.9286 -5.2009
H 5.1925 6.8466 -4.2678
H 5.3825 5.1093 -6.0939
H 6.0979 4.1175 -3.9523
H 5.2378 2.9203 -4.8107
H 4.4827 3.7766 -3.4038
H 2.7909 4.4664 -5.4777
C -0.2549 2.8224 5.7379
C -0.0597 4.3050 5.3749
C -1.0798 4.9375 4.4400
O -0.0940 5.1053 6.5730
H 0.6329 2.4458 6.2459
H -0.4072 2.1670 4.8803
H -1.1016 2.5915 6.3843
H 0.9338 4.4133 4.9399
H -2.0527 4.7158 4.8787
H -1.0057 4.3922 3.4991
H -0.9796 6.0217 4.3906
H -1.0062 5.1756 6.8639
C 4.5720 -3.5137 -0.4351
C 3.4789 -4.3863 0.1590
C 3.3431 -4.0865 1.6407
O 2.2245 -4.2376 -0.4833
H 5.5825 -3.7935 -0.1371
H 4.3778 -2.4604 -0.2324
H 4.5684 -3.5983 -1.5218
H 3.7124 -5.4138 -0.1202
H 2.6801 -4.7580 2.1863
H 2.9914 -3.0677 1.8033
H 4.3118 -4.0905 2.1404
H 1.8937 -3.3944 -0.1652
C 0.6100 -5.8617 -4.8859
C 1.4457 -5.2759 -3.7726
C 2.0572 -3.9041 -4.1878
O 0.6195 -4.9304 -2.7137
H -0.1267 -6.5904 -4.5477
H 1.2233 -6.3646 -5.6335
H -0.0089 -5.1842 -5.4741
H 2.1417 -6.0565 -3.4655
H 2.7209 -3.5010 -3.4229
H 1.2885 -3.1660 -4.4170
H 2.6032 -3.9315 -5.1308
H 1.1300 -4.6230 -1.9610
*
```



[2]
Molecular formula: C47H28Cl4N6Pd
Method: DFT, the ωB97M-V functional and the def2-TZVPD basis

Output
Gap between HOMO and LUMO: 5.55 eV

```
! wB97M-V def2-TZVPD RIJCOSX def2/J DEFGRID3
* xyz 0 1
Pd -0.0339 -0.0219 -0.0313
Cl -6.4591 -6.2833 -2.8757
C -5.2605 -5.1762 -2.2962
C -5.3918 -4.6297 -1.0280
C -4.4525 -3.7224 -0.5764
C -3.3743 -3.3515 -1.3764
C -3.2394 -3.9456 -2.6317
C -4.1760 -4.8504 -3.0954
C -2.3926 -2.3592 -0.9036
C -2.8558 -1.0633 -0.5708
C -4.2191 -0.6518 -0.5397
C -4.2294 0.6545 -0.1367
C -2.8735 1.0504 0.0208
C -2.4644 2.3751 0.2787
C -3.5099 3.4191 0.2673
C -4.2234 3.6118 -0.9148
C -5.1676 4.6120 -1.0272
C -5.4163 5.4304 0.0648
Cl -6.5919 6.6935 -0.0711
C -4.7360 5.2444 1.2579
C -3.7810 4.2464 1.3531
C -1.1361 2.7999 0.2993
N -0.0355 2.0086 0.1285
C 1.0459 2.8387 0.0483
C 2.3687 2.4304 -0.1116
C 3.4229 3.4318 -0.3514
C 3.7298 4.4402 0.5588
C 4.7388 5.3475 0.2905
C 5.4420 5.2583 -0.8991
Cl 6.6983 6.3979 -1.2391
C 5.1499 4.2667 -1.8230
C 4.1521 3.3559 -1.5393
C 2.7900 1.0823 -0.0833
C 4.1511 0.6851 0.0280
C 4.1653 -0.6800 0.0819
C 2.8146 -1.1067 -0.0204
N 1.9888 -0.0182 -0.0931
C 2.4047 -2.4494 -0.1030
C 1.0822 -2.8369 -0.3101
C 0.6733 -4.1843 -0.5663
C -0.6497 -4.1535 -0.8603
C -1.0695 -2.7825 -0.7633
N -0.0005 -2.0058 -0.4230
C 3.4664 -3.4829 -0.0628
C 4.3716 -3.6136 -1.1158
C 5.3701 -4.5696 -1.0855
C 5.4787 -5.4033 0.0161
Cl 6.7285 -6.6015 0.0700
C 4.5973 -5.2877 1.0783
C 3.5938 -4.3365 1.0284
C 0.6118 4.2008 0.1538
C -0.7306 4.1758 0.3384
N -2.0552 -0.0143 -0.2262
H -6.2154 -4.9234 -0.3956
H -4.5432 -3.3062 0.4174
H -2.4026 -3.6768 -3.2581
H -4.0631 -5.3069 -4.0663
H -5.0647 -1.2563 -0.8059
H -5.0826 1.2813 0.0317
H -4.0208 2.9737 -1.7608
H -5.6949 4.7678 -1.9555
H -4.9463 5.8851 2.1009
H -3.2551 4.1067 2.2869
H 3.1871 4.4998 1.4911
H 4.9820 6.1254 0.9958
H 5.6953 4.2176 -2.7524
H 3.9128 2.5814 -2.2531
H 4.9830 1.3590 0.0835
H 5.0166 -1.3250 0.1796
H 1.3269 -5.0337 -0.5396
H -1.2881 -4.9815 -1.1012
H 4.2824 -2.9660 -1.9741
H 6.0618 -4.6739 -1.9088
H 4.7000 -5.9389 1.9325
H 2.9040 -4.2510 1.8559
H 1.2517 5.0576 0.0834
H -1.3864 5.0135 0.4696
N 0.4520 -0.5289 4.3496
C -0.4728 0.4721 4.4250
C -0.9053 0.6784 3.1481
N -0.2617 -0.1806 2.3085
C 0.5490 -0.8896 3.0546
H 0.9641 -0.9154 5.1251
H -0.7397 0.9405 5.3506
H -1.6365 1.3771 2.7890
H 1.1955 -1.6623 2.6836
*
```



[3]
Molecular formula: C47H30F5MoNO2S4
Method: DFT, the ωB97M-V functional and the def2-TZVPD basis

Output
Relative energy (zero: lowest compared OMol25 entry of this formula, charge and spin): 1.767 eV
Gap between HOMO and LUMO (spin up / spin down): 5.18 / 5.18 eV

```
! wB97M-V def2-TZVPD RIJCOSX def2/J DEFGRID3
* xyz 2 1
Mo 0.2561 0.6647 -0.4672
C 1.2278 0.4307 8.5007
C 0.9148 0.2544 7.0391
C 1.0528 1.3232 6.1477
C 0.7639 1.1838 4.8031
C 0.3328 -0.0522 4.3395
C 0.2174 -1.1435 5.1936
C 0.5031 -0.9805 6.5411
S -0.2456 -0.3677 2.7024
O 0.5905 0.5307 1.7436
C -1.8575 0.3679 2.7351
C -1.9927 1.7680 2.8409
C -3.2358 2.3133 2.7958
C -4.3756 1.5020 2.5719
C -5.6712 2.0670 2.4871
C -6.7540 1.2837 2.2261
C -6.5964 -0.1065 2.0248
C -5.3668 -0.6865 2.1239
C -4.2218 0.0979 2.4184
C -2.9201 -0.4779 2.5447
C -2.8020 -1.9841 2.5407
C -3.3609 -2.6541 3.6834
C -3.7872 -1.9316 4.8287
C -4.2939 -2.5856 5.9136
C -4.4231 -3.9923 5.9146
C -4.0181 -4.7157 4.8328
C -3.4638 -4.0696 3.7027
C -3.0039 -4.8161 2.5918
C -2.3990 -4.1934 1.5519
C -2.2641 -2.7810 1.5478
S -1.3842 -2.2610 0.0795
O -1.1666 -0.7278 0.2561
C 0.2384 -2.9952 0.3948
C 1.1058 -3.0009 -0.6948
C 2.4287 -3.3843 -0.5225
C 2.8988 -3.7930 0.7217
C 4.3227 -4.2451 0.9131
C 1.9975 -3.8227 1.7898
C 0.6776 -3.4352 1.6381
H 1.0052 1.4435 8.8339
H 2.2906 0.2526 8.6836
H 0.6673 -0.2732 9.1137
H 1.3866 2.2859 6.5206
H 0.8861 2.0228 4.1255
H -0.1099 -2.1079 4.8145
H 0.4079 -1.8254 7.2141
H -1.1161 2.3895 2.9731
H -3.3664 3.3833 2.9207
H -5.7853 3.1370 2.6300
H -7.7403 1.7274 2.1650
H -7.4608 -0.7142 1.7876
H -5.2564 -1.7533 1.9669
H -3.6970 -0.8536 4.8499
H -4.6046 -2.0195 6.7832
H -4.8429 -4.4926 6.7786
H -4.1077 -5.7975 4.8253
H -3.1251 -5.8937 2.5865
H -2.0128 -4.7744 0.7169
H 0.7400 -2.7855 -1.6870
H 3.0900 -3.4048 -1.3816
H 4.8907 -4.1892 -0.0156
H 4.3478 -5.2778 1.2685
H 4.8267 -3.6332 1.6666
H 2.3396 -4.1616 2.7624
H 0.0009 -3.4871 2.4807
S -0.3793 -0.0707 -2.4229
C 1.8879 1.4685 -1.4144
N 2.1817 1.0155 -0.2179
C 3.5276 0.8371 0.0568
C 4.1164 0.4023 1.2415
C 5.4902 0.3040 1.2645
C 6.2586 0.6213 0.1317
C 5.6765 1.0780 -1.0376
C 4.2931 1.1949 -1.0589
S 3.2493 1.7311 -2.3689
H 3.5019 0.1683 2.1029
H 5.9886 -0.0117 2.1725
H 7.3364 0.5136 0.1738
H 6.2778 1.3347 -1.9021
F 0.7221 3.6092 0.3527
C -0.5749 3.4933 0.0684
C -1.0815 2.2415 -0.3010
C -2.4521 2.1768 -0.6022
F -3.0249 1.0620 -0.9947
C -3.2633 3.2796 -0.4817
F -4.5561 3.1894 -0.7193
C -2.7163 4.4933 -0.0908
F -3.4884 5.5349 0.0424
C -1.3578 4.6092 0.1764
F -0.8500 5.7711 0.5434
*
```



[4]
Molecular formula: C47H31Cl5MoN10O8S2
Method: DFT, the ωB97M-V functional and the def2-TZVPD basis

Output
Relative energy (zero: lowest compared OMol25 entry of this formula, charge and spin): 0.000 eV
Gap between HOMO and LUMO (spin up / spin down): 6.87 / 6.87 eV

```
! wB97M-V def2-TZVPD RIJCOSX def2/J DEFGRID3
* xyz 0 1
Mo 1.5800 0.2005 0.6555
O 0.6883 -2.4752 -2.7273
C 0.5070 -1.5923 -3.7444
C 0.2651 -2.0370 -5.0407
C 0.0323 -1.1323 -6.0613
C 0.0258 0.2306 -5.7972
C 0.2697 0.6694 -4.5079
C 0.5228 -0.2226 -3.4661
C 0.8445 0.3237 -2.1225
O 1.6832 -0.2946 -1.3666
N 0.3158 1.4674 -1.8035
N 0.9437 1.9795 -0.6491
C 0.8520 3.2617 -0.6634
S -0.0642 4.0201 -1.9573
C 0.1094 5.6999 -1.2992
C 1.4844 5.8077 -0.6809
S 1.6644 4.3843 0.4294
H 0.6727 -3.3730 -3.0780
H 0.2512 -3.1032 -5.2402
H -0.1539 -1.4963 -7.0633
H -0.1636 0.9426 -6.5883
H 0.2795 1.7264 -4.2786
H -0.6689 5.8896 -0.5602
H -0.0096 6.3914 -2.1328
H 1.5978 6.6985 -0.0636
H 2.2642 5.7904 -1.4417
O 7.0419 -0.9449 -1.4167
C 6.8180 0.3518 -1.5689
O 7.6045 1.0865 -2.1106
C 5.5360 0.8831 -1.0312
C 5.1607 2.2080 -1.0772
N 3.9500 2.3026 -0.5043
N 3.5169 1.1186 -0.0720
C 4.4618 0.2493 -0.3890
C 4.2116 -1.1207 0.0939
O 5.0055 -2.0398 -0.0888
O 3.1216 -1.1991 0.7658
H 6.3057 -1.4112 -0.9387
H 5.6833 3.0624 -1.4714
H 3.4068 3.1362 -0.3073
C -5.6154 1.1143 -5.9764
O -4.3826 0.5738 -5.5430
C -4.4270 -0.4788 -4.6843
C -3.1892 -0.9867 -4.2840
C -3.1271 -2.0400 -3.4000
C -4.3008 -2.6105 -2.9044
C -5.5232 -2.1432 -3.3456
C -5.5983 -1.0610 -4.2171
N -4.3102 -3.7619 -2.0382
N -3.6085 -3.8214 -1.0199
C -2.8316 -2.7000 -0.5717
C -3.3760 -1.4669 -0.3132
C -2.6056 -0.4050 0.1890
C -1.2527 -0.5799 0.3976
O -0.4423 0.3211 0.8973
C -0.6882 -1.8525 0.1375
N 0.6502 -1.9293 0.3575
C 1.2428 -3.0861 0.1991
C 0.5337 -4.2470 -0.1771
C -0.8043 -4.1788 -0.4373
C -1.4646 -2.9363 -0.2923
H -5.3677 1.9369 -6.6412
H -6.2009 1.4935 -5.1346
H -6.2050 0.3735 -6.5229
H -2.2881 -0.5326 -4.6743
H -2.1614 -2.4165 -3.0863
H -6.4275 -2.6238 -2.9940
H -6.5673 -0.7006 -4.5292
H -4.4278 -1.3068 -0.5122
H -3.0556 0.5584 0.3885
H 2.3099 -3.1160 0.3653
H 1.0757 -5.1787 -0.2637
H -1.3686 -5.0521 -0.7385
Cl -0.8106 2.7862 2.0603
C 0.7962 2.7226 2.7295
C 1.7906 1.8376 2.2599
C 3.0002 1.9401 2.9804
Cl 4.2929 0.8022 2.7514
C 3.2541 2.8939 3.9677
Cl 4.7846 2.9953 4.7519
C 2.2509 3.7760 4.3455
Cl 2.5417 4.9638 5.5541
C 1.0080 3.6651 3.7453
Cl -0.2395 4.7471 4.2401
N -4.4019 -1.2978 9.3893
C -3.5998 -1.2887 8.5673
C -2.5951 -1.2776 7.5378
C -1.2468 -1.2466 7.8849
C -0.2814 -1.2284 6.8951
C -0.6689 -1.2563 5.5631
C -2.0103 -1.2995 5.2081
C -2.9755 -1.2986 6.1983
N 0.3193 -1.2398 4.5454
C 1.5144 -1.9338 4.5265
C 2.1207 -1.6093 3.3579
N 1.3195 -0.7253 2.6685
C 0.2466 -0.5301 3.4021
H -0.9611 -1.2237 8.9272
H 0.7679 -1.1746 7.1525
H -2.2946 -1.3492 4.1649
H -4.0241 -1.3311 5.9377
H 1.7987 -2.6031 5.3182
H 3.0570 -1.9462 2.9543
H -0.5658 0.1304 3.1502
*
```



Number 1: energy -91510.312 eV. Number 2: energy -111706.079 eV. Number 3: energy -113579.249 eV. Number 4: energy -166662.654 eV.